14
Properties=species:S:1:pos:R:3 method="wB97M-V/def2-TZVPD" energy_ha=-361.57536 homo_energy_ev=-7.212 de_lowest_kj_mol=802.09 orbital_gap_ha=0.28896
C 0.14235 0.75265 1.58040
C 0.43352 0.24826 -0.76672
N 0.83908 0.32023 -1.96605
O 2.10749 0.94439 -1.99062
C -0.89713 -0.34510 -0.57047
C -0.99570 -1.44328 0.39057
O -1.18927 -0.05585 0.86797
H 0.26661 1.76713 1.20161
H -0.38641 0.71500 2.52675
H 1.10461 0.24972 1.60823
H 2.32299 0.93684 -2.92965
H -1.78393 -0.14310 -1.17388
H -1.88923 -2.06972 0.45697
H -0.07499 -1.87720 0.76489